1.
Molecular formula: C24H31N5O2
Method: DFT, ωB97M-V with the def2-TZVPD basis set

Positions of all 62 atoms, in Å:
O  5.901958  2.073420  0.543489
O  4.990004  -0.316166  3.027949
N  -0.218933  -0.933207  -1.065936
N  -3.933370  -0.495372  -1.108972
N  3.833980  0.507498  1.227171
N  -0.665650  -2.539293  0.419428
N  -5.254011  1.572598  0.372561
C  1.876890  -0.111214  0.020136
C  7.445650  -0.169716  -2.585148
C  4.853719  0.464754  2.110464
C  5.882073  1.581328  1.862258
C  6.544550  1.867689  -1.697630
C  -6.190885  2.143770  1.324113
C  2.447782  -1.336858  2.040269
C  1.339773  -2.149573  1.920053
C  -6.904781  3.367266  0.760278
C  -5.908636  0.883859  -0.722586
C  7.324239  -0.758164  -1.340233
C  -1.042710  -1.884874  -0.726418
C  -4.323043  0.658476  1.003860
C  0.496646  -1.937609  0.842279
C  -2.986950  -1.034940  -2.070403
C  -1.349395  -3.625887  1.061326
C  -2.253760  -2.258518  -1.505626
C  0.760767  -0.924393  -0.109806
C  6.426786  1.274254  -0.441971
C  7.051039  1.147530  -2.759850
C  -3.283183  0.190424  -0.007411
C  6.815006  -0.047340  -0.265362
C  -4.870684  0.418604  -1.737172
C  2.714257  -0.328589  1.104068
H  6.719836  -0.534568  0.692509
H  -4.844860  -0.224948  1.417518
H  -1.455336  -4.472380  0.379193
H  -0.771561  -3.943643  1.926693
H  -2.593363  -0.495954  0.485135
H  -6.600405  1.568490  -1.214578
H  -7.624046  3.093686  -0.006833
H  -6.934752  1.397923  1.660267
H  -4.354194  1.302979  -2.148595
H  -6.476908  0.007074  -0.360083
H  7.624811  -1.785065  -1.194727
H  -7.437512  3.880188  1.557229
H  -3.561229  -1.347146  -2.946128
H  -2.240574  -0.290044  -2.386120
H  1.150748  -2.920308  2.652239
H  -6.175859  4.047470  0.328623
H  3.898655  1.229482  0.518541
H  -5.375051  -0.103213  -2.554664
H  5.604790  2.437211  2.486676
H  -3.818131  1.177469  1.822476
H  3.127781  -1.471847  2.863946
H  -2.342226  -3.315345  1.397808
H  6.234043  2.894518  -1.812737
H  -5.611906  2.453150  2.198649
H  7.842793  -0.732672  -3.415886
H  -1.938134  -2.891048  -2.340139
H  7.138690  1.616438  -3.728516
H  2.079133  0.661635  -0.705019
H  -2.947726  -2.827832  -0.886728
H  6.869173  1.228552  2.182748
H  -2.705796  1.059972  -0.364649

Atoms 1-6, force components in eV/Å:
O -0.0502 0.1013 -0.2099
O 0.0658 -0.0926 0.1930
N -0.2551 0.2014 -0.4689
N -0.0814 0.0527 -0.0743
N -0.0485 0.3948 -0.3369
N -0.0025 0.2396 -0.2922

Values from the calculation:
relative energy (zero: lowest compared OMol25 entry of this formula, charge and spin) = 22.88 kcal per mole
energy = -1357.42595 hartree
orbital gap = 8.7 eV
strongest force on any atom = 0.8 eV/A
total charge = 0
HOMO energy = -7.93 eV
SMILES = CCN1CCN(CCc2nc3cc(NC(=O)COc4ccccc4)ccc3n2C)CC1


2.
Molecular formula: C24H31NO4
Method: DFT, ωB97M-V with the def2-TZVPD basis set

Positions of all 60 atoms, in Å:
O  -4.451121  0.713396  -0.218439
O  0.420481  -2.159963  -1.452294
O  -2.412296  -0.136160  1.658726
O  2.561399  -3.178825  0.196525
N  3.027017  3.115186  -0.095804
C  -4.808648  -0.536763  0.336103
C  -4.156647  -1.715386  -0.380427
C  -1.397566  -0.575854  2.534878
C  4.302637  2.464283  0.046610
C  0.684858  3.016199  -0.463788
C  -2.903684  2.179818  -1.121843
C  1.868558  2.388317  -0.269426
C  -3.166187  1.185911  -0.182969
C  -0.664432  -1.650394  -2.201428
C  1.273066  -1.300686  -0.803514
C  4.137826  1.319663  1.048816
C  1.170526  0.077099  -0.888284
C  -0.634734  2.410882  -0.375829
C  -0.261423  -1.206627  -3.604491
C  3.110501  0.381924  0.487332
C  -1.206381  0.349870  3.733125
C  -2.140675  0.829838  0.715881
C  2.032282  0.931685  -0.205080
C  2.297868  -1.855149  -0.008530
C  -1.671830  2.792677  -1.220855
C  3.215526  -0.992390  0.584271
C  -0.910239  1.453870  0.604060
C  1.547862  -4.162235  0.094534
C  0.432784  -3.971258  1.117339
H  4.670895  2.056897  -0.909671
H  2.080948  -5.097099  0.292550
H  -0.453230  -0.065177  4.397510
H  4.028162  -1.440937  1.135104
H  -5.894104  -0.573203  0.199469
H  -1.505845  3.550741  -1.971612
H  -0.235646  -4.827445  1.091789
H  0.407932  0.521996  -1.502715
H  -0.891178  1.340007  3.414425
H  1.133615  -4.196139  -0.916753
H  -1.359152  -2.493786  -2.271227
H  -1.143762  -0.878898  -4.147178
H  -4.589707  -2.645058  -0.021290
H  0.195602  -2.036962  -4.137386
H  -3.087440  -1.732253  -0.188365
H  -0.116114  1.206620  1.288626
H  0.852757  -3.878055  2.116643
H  5.085060  0.805234  1.209006
H  0.700308  4.084446  -0.643938
H  -2.143528  0.447093  4.275774
H  3.799520  1.731537  2.003871
H  3.011137  4.078120  -0.386916
H  -1.747553  -1.554122  2.881386
H  -3.710965  2.455072  -1.782778
H  -0.451051  -0.719990  1.997888
H  -1.163666  -0.835029  -1.663518
H  5.026448  3.197850  0.409715
H  -0.140450  -3.075734  0.892887
H  -4.584792  -0.572647  1.405841
H  0.452779  -0.388317  -3.566674
H  -4.320946  -1.637676  -1.453129

Atoms 1-6, force components in eV/Å:
O 0.2321 0.3421 0.0813
O 0.5223 -0.0397 0.2709
O -0.2843 0.3725 -0.3871
O 0.1559 0.4375 -0.2151
N 0.1474 0.2562 -0.0255
C -0.1916 -0.6150 0.1427

Values from the calculation:
relative energy (zero: lowest compared OMol25 entry of this formula, charge and spin) = 44.50 kcal per mole
energy = -1288.79642 hartree
orbital gap = 7.6 eV
strongest force on any atom = 0.8 eV/A
total charge = 0
HOMO energy = -6.81 eV
SMILES = CCOc1ccc(/C=C2/NCCc3cc(OCC)c(OCC)cc32)cc1OCC